No. 1
Molecular formula: C46H111ClN3O13S
Method: DFT, the ωB97M-V functional and the def2-TZVPD basis

Properties
* lowest unoccupied orbital energy: -0.09643 Eh
* charge: +1

```
175
Properties=species:S:1:pos:R:3:lowdin_charge:R:1
C 3.41 0.57 0.12 0.08
C 3.32 -0.68 0.69 -0.15
N 2.37 -1.74 0.37 0.11
C 1.15 -1.85 0.91 -0.23
N 0.79 -0.86 1.85 0.13
C -0.56 -1.00 2.46 -0.21
C -1.52 0.10 1.82 -0.13
C -0.80 1.37 1.22 -0.18
C -0.32 1.23 -0.28 -0.20
C -1.45 0.75 -1.29 -0.20
C -2.85 1.47 -1.12 -0.18
C -4.04 0.49 -1.57 -0.19
C -5.35 0.93 -0.77 -0.16
C -5.31 0.45 0.74 -0.21
O -5.08 1.58 1.62 -0.23
C -5.53 1.28 2.95 -0.13
C -1.15 -2.47 2.43 -0.32
C -2.72 -2.27 2.77 -0.14
C -3.43 -3.56 3.39 -0.19
C -5.00 -3.33 3.34 -0.19
C -5.84 -4.58 2.80 -0.19
C -7.02 -4.08 1.85 -0.20
C -8.41 -4.24 2.62 -0.24
C -9.37 -2.98 2.44 -0.13
C -0.58 -3.43 3.54 -0.18
C 0.98 -3.41 3.76 -0.61
C 1.77 -4.49 2.87 -0.12
Cl 1.23 -4.00 5.51 0.57
C -1.03 -2.93 0.93 -0.28
S -1.78 -4.54 0.45 0.76
C -3.62 -4.41 0.17 -0.10
O -1.23 -4.84 -0.93 -0.37
O -1.42 -5.71 1.31 -0.34
N 0.36 -2.93 0.41 0.12
H 2.54 1.24 -0.11 0.06
H 4.44 0.97 -0.15 0.09
H 4.09 -0.94 1.48 0.11
H 2.66 -2.42 -0.33 0.18
H 1.51 -0.69 2.56 0.13
H -0.46 -0.74 3.56 0.18
H -2.23 -0.29 1.04 0.09
H -2.17 0.48 2.67 0.13
H -1.52 2.24 1.32 0.12
H 0.11 1.66 1.84 0.11
H 0.01 2.27 -0.61 0.12
H 0.53 0.50 -0.36 0.07
H -1.08 1.01 -2.33 0.12
H -1.56 -0.38 -1.29 0.09
H -3.10 1.79 -0.08 0.09
H -2.88 2.38 -1.80 0.12
H -3.84 -0.59 -1.31 0.09
H -4.24 0.56 -2.68 0.11
H -5.41 2.05 -0.83 0.12
H -6.29 0.53 -1.27 0.11
H -6.29 -0.01 1.08 0.12
H -4.50 -0.30 0.96 0.09
H -5.06 0.36 3.40 0.08
H -5.25 2.16 3.59 0.10
H -6.66 1.17 3.01 0.10
H -2.76 -1.49 3.59 0.14
H -3.31 -1.90 1.89 0.08
H -3.08 -4.55 2.98 0.09
H -3.15 -3.57 4.49 0.12
H -5.21 -2.40 2.72 0.08
H -5.38 -3.07 4.38 0.12
H -6.22 -5.13 3.71 0.11
H -5.15 -5.32 2.28 0.09
H -6.88 -2.99 1.55 0.09
H -7.04 -4.66 0.87 0.11
H -8.18 -4.29 3.72 0.10
H -8.97 -5.18 2.32 0.09
H -8.89 -2.12 2.99 0.07
H -10.35 -3.21 2.96 0.07
H -9.56 -2.73 1.36 0.07
H -0.89 -4.50 3.47 0.12
H -1.02 -3.06 4.52 0.11
H 1.46 -2.40 3.75 0.06
H 2.26 -5.29 3.48 0.05
H 2.54 -3.99 2.21 0.07
H 0.99 -4.98 2.22 0.07
H -1.58 -2.15 0.32 0.14
H -3.76 -4.19 -0.94 0.09
H -4.11 -5.41 0.34 0.09
H -4.09 -3.56 0.72 0.06
H 0.83 -3.84 0.48 0.13
C 3.65 4.22 -2.81 -0.07
C 4.43 3.91 -1.55 -0.31
O 5.57 3.11 -1.86 -0.09
H 3.33 3.30 -3.30 0.08
H 2.77 4.82 -2.58 0.08
H 4.27 4.76 -3.53 0.05
H 3.82 3.35 -0.84 0.09
H 4.77 4.83 -1.06 0.10
H 6.12 3.61 -2.48 0.08
C 7.13 6.23 -6.52 -0.08
C 5.98 5.92 -5.59 -0.33
O 5.88 6.92 -4.58 -0.09
H 8.07 6.28 -5.96 0.08
H 7.23 5.46 -7.29 0.08
H 6.99 7.20 -7.00 0.05
H 6.14 4.96 -5.09 0.10
H 5.03 5.87 -6.14 0.10
H 5.73 7.76 -5.03 0.08
C 5.63 -0.08 5.05 -0.08
C 4.49 0.27 4.12 -0.31
O 3.49 -0.75 4.14 -0.11
H 6.07 -1.04 4.77 0.08
H 6.40 0.69 5.04 0.08
H 5.26 -0.19 6.08 0.08
H 4.85 0.36 3.09 0.09
H 4.03 1.23 4.40 0.12
H 3.17 -0.81 5.05 0.09
C 4.77 -8.55 2.51 -0.09
C 3.75 -7.62 1.88 -0.31
O 3.91 -6.29 2.37 -0.12
H 4.66 -8.55 3.60 0.08
H 4.66 -9.57 2.14 0.08
H 5.79 -8.21 2.30 0.07
H 2.74 -7.95 2.11 0.12
H 3.87 -7.61 0.79 0.11
H 4.80 -6.00 2.15 0.09
C -12.03 -7.09 -0.01 -0.08
C -11.00 -6.01 0.21 -0.31
O -9.70 -6.59 0.36 -0.10
H -12.04 -7.79 0.83 0.07
H -13.03 -6.66 -0.11 0.08
H -11.81 -7.67 -0.91 0.08
H -11.21 -5.45 1.12 0.11
H -10.98 -5.31 -0.63 0.11
H -9.51 -7.07 -0.45 0.07
C 7.93 6.84 -0.23 -0.08
C 6.54 7.29 0.14 -0.33
O 5.92 7.95 -0.97 -0.08
H 8.55 7.70 -0.53 0.08
H 8.42 6.34 0.61 0.06
H 7.90 6.15 -1.08 0.07
H 6.57 7.99 0.97 0.09
H 5.91 6.44 0.43 0.09
H 5.89 7.32 -1.70 0.06
C 1.96 6.95 -8.55 -0.09
C 2.98 8.04 -8.30 -0.31
O 4.28 7.47 -8.14 -0.10
H 1.95 6.24 -7.73 0.07
H 0.96 7.37 -8.67 0.08
H 2.21 6.39 -9.46 0.07
H 2.74 8.58 -7.38 0.11
H 3.01 8.75 -9.13 0.11
H 4.49 7.00 -8.96 0.09
C -8.68 -10.39 0.13 -0.09
C -9.82 -10.66 1.10 -0.32
O -9.89 -9.63 2.08 -0.09
H -7.73 -10.33 0.67 0.08
H -8.62 -11.18 -0.62 0.08
H -8.82 -9.43 -0.37 0.05
H -9.67 -11.61 1.61 0.11
H -10.78 -10.71 0.57 0.11
H -10.04 -8.80 1.62 0.04
C 8.94 9.78 -8.47 -0.10
C 7.80 10.11 -9.41 -0.32
O 6.81 9.09 -9.38 -0.10
H 9.40 8.82 -8.74 0.08
H 9.71 10.55 -8.49 0.07
H 8.57 9.67 -7.44 0.07
H 8.16 10.20 -10.43 0.11
H 7.33 11.06 -9.13 0.11
H 6.48 9.02 -8.47 0.05
C 6.65 6.02 5.02 -0.09
C 7.21 6.03 3.61 -0.32
O 7.02 7.31 3.02 -0.10
H 5.59 6.27 5.02 0.08
H 6.78 5.04 5.49 0.07
H 7.15 6.77 5.64 0.07
H 6.69 5.30 2.99 0.11
H 8.28 5.79 3.61 0.11
H 7.49 7.96 3.56 0.09
```

***

No. 2
Molecular formula: C46H115N3O13
Method: DFT, the ωB97M-V functional and the def2-TZVPD basis

Properties
* lowest unoccupied orbital energy: 0.00690 Eh
* energy relative to the best compared isomer or geometry (same formula, charge and spin): 0.0000 eV
* charge: 0

```
177
Properties=species:S:1:pos:R:3:lowdin_charge:R:1
C -18.23 32.22 -25.58 -0.09
C -17.73 33.52 -24.98 -0.23
C -18.39 33.85 -23.61 -0.20
C -17.53 33.54 -22.39 -0.23
C -16.48 34.57 -22.09 -0.25
C -15.64 34.25 -20.84 -0.09
H -17.82 32.05 -26.58 0.05
H -19.31 32.13 -25.57 0.07
H -17.78 31.41 -24.99 0.06
H -16.66 33.41 -24.78 0.09
H -17.94 34.43 -25.55 0.08
H -19.37 33.38 -23.48 0.08
H -18.56 34.93 -23.69 0.09
H -18.15 33.41 -21.48 0.11
H -17.19 32.49 -22.47 0.11
H -15.79 34.85 -22.89 0.10
H -17.01 35.50 -21.86 0.11
H -14.93 33.50 -21.19 0.05
H -15.05 35.13 -20.54 0.05
H -16.19 33.96 -19.94 0.05
C -13.40 32.70 -24.52 -0.11
C -12.69 33.20 -25.79 -0.27
C -11.89 34.50 -25.63 -0.22
C -11.18 34.93 -26.90 -0.21
C -9.68 35.26 -26.67 -0.27
C -8.81 34.02 -26.54 -0.12
H -14.25 33.31 -24.21 0.05
H -12.67 32.58 -23.71 0.05
H -13.82 31.72 -24.76 0.07
H -12.00 32.38 -26.04 0.11
H -13.43 33.28 -26.59 0.11
H -11.20 34.33 -24.80 0.10
H -12.65 35.23 -25.33 0.11
H -11.14 34.10 -27.62 0.10
H -11.60 35.81 -27.38 0.10
H -9.33 35.91 -27.48 0.10
H -9.54 35.86 -25.76 0.10
H -9.15 33.15 -27.12 0.07
H -7.76 34.13 -26.82 0.07
H -8.72 33.73 -25.49 0.07
C -13.28 31.04 -20.01 -0.12
C -14.05 30.06 -19.17 -0.26
C -15.52 29.90 -19.60 -0.22
C -15.74 29.04 -20.82 -0.24
C -17.09 29.14 -21.51 -0.24
C -18.11 28.40 -20.64 -0.10
H -13.17 30.76 -21.06 0.07
H -12.21 31.10 -19.76 0.07
H -13.73 32.03 -20.01 0.04
H -13.57 29.07 -19.25 0.11
H -14.04 30.26 -18.10 0.10
H -15.88 30.92 -19.77 0.11
H -16.04 29.46 -18.75 0.11
H -14.96 29.33 -21.56 0.11
H -15.40 28.01 -20.66 0.12
H -17.43 30.17 -21.65 0.09
H -17.01 28.64 -22.47 0.06
H -17.85 27.35 -20.51 0.08
H -18.24 28.81 -19.64 0.05
H -19.11 28.47 -21.08 0.06
C -20.73 30.83 -22.41 -0.10
C -21.17 30.57 -20.97 -0.26
C -20.45 31.35 -19.85 -0.22
C -21.14 31.07 -18.52 -0.22
C -20.62 29.80 -17.83 -0.28
C -21.19 29.58 -16.42 -0.11
H -21.21 30.08 -23.04 0.08
H -19.67 30.61 -22.58 0.06
H -20.83 31.86 -22.74 0.04
H -22.18 31.00 -20.94 0.10
H -21.24 29.52 -20.70 0.10
H -20.52 32.42 -20.08 0.11
H -19.39 31.08 -19.81 0.10
H -21.01 31.90 -17.81 0.10
H -22.21 30.86 -18.65 0.11
H -20.88 28.95 -18.47 0.10
H -19.53 29.82 -17.77 0.10
H -20.94 28.56 -16.14 0.07
H -20.77 30.34 -15.76 0.07
H -22.28 29.64 -16.36 0.07
C -17.68 41.40 -23.16 -0.12
C -17.75 40.54 -24.42 -0.28
C -18.90 39.52 -24.45 -0.23
C -18.76 38.48 -23.38 -0.23
C -20.04 37.70 -23.06 -0.27
C -21.15 38.52 -22.41 -0.10
H -18.69 41.76 -22.90 0.07
H -17.11 42.31 -23.32 0.07
H -17.30 40.86 -22.30 0.06
H -17.80 41.20 -25.30 0.10
H -16.76 40.08 -24.52 0.10
H -18.97 39.13 -25.46 0.11
H -19.75 40.20 -24.33 0.10
H -18.02 37.77 -23.78 0.11
H -18.30 38.79 -22.44 0.11
H -20.41 37.30 -24.01 0.09
H -19.80 36.81 -22.46 0.09
H -22.07 37.94 -22.33 0.06
H -20.87 38.85 -21.41 0.07
H -21.34 39.41 -23.02 0.06
C -21.38 28.60 -28.34 -0.22
C -21.65 30.09 -28.36 -0.26
O -20.60 30.85 -27.80 -0.08
O -20.12 28.39 -29.00 -0.09
H -22.11 28.12 -29.00 0.11
H -21.32 28.20 -27.33 0.12
H -22.56 30.35 -27.81 0.11
H -21.85 30.43 -29.39 0.12
H -19.77 30.58 -28.22 0.06
H -19.50 28.06 -28.35 0.03
C -18.02 34.21 -16.91 -0.24
C -16.61 34.70 -16.97 -0.24
O -16.52 36.04 -17.44 -0.07
O -18.38 33.77 -18.22 -0.08
H -18.70 35.00 -16.57 0.13
H -18.14 33.39 -16.19 0.12
H -16.02 34.12 -17.69 0.11
H -16.20 34.64 -15.96 0.12
H -16.66 36.06 -18.39 0.07
H -19.29 33.45 -18.26 0.06
C -13.08 37.17 -17.94 -0.22
C -13.74 37.32 -19.26 -0.27
O -13.20 38.39 -20.01 -0.05
O -13.39 38.39 -17.22 -0.08
H -11.99 37.12 -17.98 0.12
H -13.51 36.33 -17.38 0.11
H -14.83 37.27 -19.16 0.11
H -13.53 36.43 -19.88 0.08
H -13.51 39.19 -19.55 0.09
H -13.04 38.35 -16.33 0.08
C -16.58 31.52 -30.88 -0.24
C -16.23 30.80 -29.60 -0.23
O -17.37 30.88 -28.75 -0.08
O -15.57 31.21 -31.85 -0.07
H -16.61 32.61 -30.74 0.12
H -17.55 31.18 -31.26 0.12
H -15.35 31.23 -29.13 0.12
H -16.09 29.76 -29.91 0.12
H -17.20 30.29 -28.01 0.05
H -15.60 31.88 -32.54 0.08
C -23.31 33.18 -24.43 -0.26
C -23.16 33.79 -23.07 -0.25
O -23.46 35.18 -23.02 -0.06
O -24.57 33.49 -25.00 -0.05
H -23.17 32.10 -24.28 0.12
H -22.49 33.51 -25.09 0.10
H -22.12 33.64 -22.78 0.10
H -23.74 33.28 -22.30 0.12
H -24.38 35.27 -23.27 0.08
H -24.56 33.21 -25.92 0.08
O -17.87 28.06 -27.24 0.02
C -17.07 27.81 -26.34 -0.56
N -15.84 27.35 -26.66 0.17
C -17.42 28.06 -24.89 0.01
H -15.68 27.27 -27.65 0.11
H -15.25 26.86 -26.01 0.10
H -16.71 27.55 -24.25 0.07
H -18.39 27.58 -24.79 0.10
H -17.45 29.13 -24.67 0.07
O -10.15 35.73 -21.29 0.04
C -11.24 35.28 -21.59 -0.60
N -12.13 36.03 -22.31 0.17
C -11.77 34.00 -21.01 -0.02
H -11.82 36.96 -22.56 0.11
H -13.05 35.72 -22.54 0.09
H -12.49 34.12 -20.21 0.07
H -10.94 33.35 -20.75 0.09
H -12.26 33.44 -21.82 0.05
O -19.77 35.78 -26.64 0.03
C -20.81 35.37 -27.11 -0.59
N -22.02 35.61 -26.52 0.17
C -20.84 34.63 -28.42 0.00
H -22.73 35.01 -26.90 0.08
H -22.04 35.97 -25.58 0.10
H -21.83 34.55 -28.88 0.07
H -20.34 33.67 -28.33 0.08
H -20.32 35.26 -29.16 0.09
```